Record 1
An isolated ion of composition C20H33N6O2 and charge +1. Source: the Open Molecules 2025 dataset; level of theory: ωB97M-V/def2-TZVPD.

XYZ file:
```
61
Properties=species:S:1:pos:R:3:forces:R:3
C -1.70366 -3.39446 -0.49327 0.030 0.179 0.192
C -0.81704 -2.33965 0.15795 0.028 -0.185 -0.314
C 0.51724 -2.20639 -0.58060 -0.153 0.109 0.336
C 1.49587 -1.18841 0.03399 -0.148 -0.153 -0.325
C 1.66353 0.11548 -0.75799 0.333 -0.533 0.030
C 2.89526 0.86742 -0.37306 0.646 0.372 0.023
N 2.83896 2.08412 0.13502 -0.886 -0.660 -0.287
N 4.09152 2.47983 0.30708 0.275 1.029 0.423
N 4.89966 1.59356 -0.07255 1.298 -0.532 -0.234
N 4.20101 0.54651 -0.52428 -1.601 0.612 0.224
C 4.86967 -0.61395 -1.04700 0.646 -0.655 0.257
C 5.48626 -1.43508 0.08606 -0.055 -0.018 -0.091
O 4.43832 -1.96037 0.86879 0.022 0.211 -0.319
C 4.89417 -2.73996 1.95523 0.052 -0.050 0.110
N 0.53768 1.11271 -0.61631 0.360 0.266 -0.159
C -0.54613 0.92866 -1.60660 -0.755 0.095 -0.534
C -1.56939 2.07124 -1.47338 0.080 -0.228 -0.038
N -2.08698 2.18890 -0.13864 -0.094 0.310 -0.136
C -3.15874 1.36949 0.27422 -0.208 -0.179 0.042
C -3.79645 1.65513 1.48340 0.017 0.006 0.144
C -4.86212 0.88674 1.90246 0.202 0.063 -0.039
C -5.32754 -0.17740 1.14763 -0.184 -0.311 -0.213
C -4.71322 -0.46060 -0.06497 0.035 0.041 0.078
O -5.05667 -1.46825 -0.90644 0.301 0.325 0.003
C -6.16609 -2.27528 -0.57723 -0.244 -0.192 0.075
C -3.63102 0.31333 -0.49121 -0.029 -0.026 -0.087
C -1.01071 2.41049 0.79420 0.194 -0.211 0.098
C -0.01413 1.24125 0.75657 -0.419 0.301 0.859
H -1.21645 -4.36580 -0.48420 0.035 -0.139 -0.032
H -1.92576 -3.13027 -1.52478 -0.052 -0.005 -0.133
H -2.64438 -3.47644 0.04322 -0.135 -0.068 -0.004
H -0.62212 -2.62294 1.19417 0.012 0.100 0.081
H -1.36921 -1.39659 0.17292 0.021 0.068 0.087
H 0.99059 -3.18884 -0.56189 0.034 -0.017 -0.092
H 0.33380 -1.97197 -1.63178 0.008 -0.044 -0.107
H 2.48652 -1.64284 0.08999 -0.067 0.180 0.012
H 1.21831 -0.97284 1.06464 0.107 0.058 0.090
H 1.72996 -0.13384 -1.82594 -0.133 0.105 0.141
H 4.15346 -1.21892 -1.60545 0.054 0.099 -0.009
H 5.66624 -0.26731 -1.70889 -0.163 -0.063 -0.022
H 6.13862 -0.79251 0.69422 -0.036 -0.062 -0.103
H 6.09187 -2.24455 -0.34383 -0.025 0.092 0.003
H 5.50905 -2.14214 2.63468 -0.020 -0.022 0.010
H 5.47700 -3.59658 1.60382 -0.017 -0.008 0.025
H 4.00599 -3.08965 2.47572 0.071 -0.048 0.068
H 0.98702 2.03046 -0.77946 -0.052 -0.145 -0.022
H -1.02537 -0.03007 -1.41167 0.148 0.003 0.014
H -0.12047 0.92533 -2.61171 0.124 -0.049 0.109
H -2.38789 1.91524 -2.17548 0.121 -0.001 -0.054
H -1.08368 3.01994 -1.73179 -0.017 -0.047 -0.061
H -3.48220 2.49730 2.07820 0.023 0.124 0.053
H -5.35026 1.12354 2.83501 -0.053 0.032 0.087
H -6.16286 -0.75682 1.50276 -0.094 -0.085 0.005
H -7.08148 -1.68270 -0.49838 0.038 -0.013 0.006
H -6.00150 -2.82045 0.35703 -0.006 0.034 -0.030
H -6.26560 -2.98529 -1.39607 -0.033 0.034 0.087
H -3.21839 0.05211 -1.45212 0.114 -0.015 -0.120
H -1.39954 2.50033 1.80658 0.139 0.015 -0.050
H -0.50032 3.34571 0.54053 0.007 0.003 0.068
H -0.53814 0.32332 1.02203 0.116 0.007 -0.104
H 0.81209 1.42451 1.44361 -0.010 -0.111 -0.122
```
Forces are in eV/Å.

Its structure (SMILES) is CCCC[C@H](c1nnnn1CCOC)[NH+]1CCN(c2cccc(OC)c2)CC1. The total charge is +1. Its multiplicity is 1. As for the energy relative to the best compared isomer or geometry (same formula, charge and spin): 24.3 kJ/mol. The value obtained for the total energy is -1260.627302 hartree.

Record 2
C20H34AgN3OPS3SbSe2 as an isolated structure. Source: the Open Molecules 2025 dataset; level of theory: ωB97M-V/def2-TZVPD.

XYZ file:
```
66
Properties=species:S:1:pos:R:3:forces:R:3
Ag -1.08064 1.04630 0.09102 -0.275 -0.437 0.028
S -3.14149 1.91165 4.44604 -0.006 -0.108 -0.010
Sb -2.51701 3.15231 2.62438 -0.046 0.078 0.032
S -0.28568 2.29744 1.96799 0.164 0.172 0.019
S -3.29882 1.91948 0.61458 -0.061 0.066 -0.074
C -2.89260 -1.23188 -2.71733 -0.103 0.068 0.092
Se -1.18344 -0.43587 -2.26965 0.041 0.127 -0.007
C -0.22005 -2.12599 -2.12895 -0.182 0.003 -0.045
C 1.25944 -1.89811 -1.90672 0.181 -0.102 0.036
Se 1.71939 -1.49947 -0.05084 0.065 0.119 0.051
C 1.99778 -3.34364 0.48971 0.007 -0.099 -0.071
H -2.83465 -1.67834 -3.70750 -0.007 0.002 0.003
H -3.62952 -0.43202 -2.71036 0.005 0.011 -0.002
H -3.17411 -1.97513 -1.97578 0.010 0.015 -0.015
H -0.40912 -2.65616 -3.06601 0.074 0.010 0.023
H -0.65451 -2.69978 -1.30928 0.029 -0.024 -0.042
H 1.63935 -1.08055 -2.51965 -0.029 -0.001 0.026
H 1.81358 -2.80136 -2.17033 0.034 0.059 0.002
H 2.79039 -3.80078 -0.09980 0.002 -0.013 0.005
H 1.07531 -3.91560 0.39617 0.056 -0.054 -0.025
H 2.28983 -3.32890 1.53768 -0.008 -0.006 0.012
C -4.22165 -3.65148 2.50196 -0.055 -0.078 0.015
N -3.33202 -3.83591 1.35330 0.008 0.037 0.071
C -2.14216 -4.54747 1.81170 0.053 -0.078 -0.049
N -1.45073 -3.93850 2.94297 -0.085 0.062 -0.013
C -2.42223 -3.74479 4.02186 -0.005 -0.074 0.062
N -3.60563 -2.98784 3.63989 0.060 -0.010 -0.022
C -3.27723 -1.58575 3.33722 -0.083 0.091 -0.050
P -2.07496 -1.36963 1.93474 0.159 -0.077 0.027
C -2.97060 -2.53112 0.78621 -0.076 0.072 -0.053
C -0.86522 -2.64801 2.55368 0.075 0.046 -0.017
H -4.55258 -4.64391 2.82594 -0.014 0.015 -0.004
H -5.09361 -3.07762 2.18330 -0.008 0.008 -0.006
H -1.44002 -4.62627 0.97531 -0.011 -0.023 0.005
H -2.44643 -5.55710 2.10387 -0.008 -0.001 0.010
H -1.92844 -3.23660 4.85178 0.004 0.001 0.005
H -2.74756 -4.73516 4.35862 0.010 0.019 0.004
H -2.87651 -1.08672 4.22011 0.008 0.002 0.017
H -4.19225 -1.04416 3.08774 0.020 0.030 0.019
H -2.36205 -2.69309 -0.10874 0.001 -0.026 0.053
H -3.88802 -2.02660 0.46443 0.041 0.004 -0.047
H -0.35383 -2.22120 3.42109 0.040 0.008 -0.008
H -0.10149 -2.81708 1.78704 -0.187 0.043 0.126
C 4.13533 6.66990 -3.21527 0.003 -0.009 -0.003
C 3.60170 5.43358 -2.54368 0.028 0.053 -0.026
C 2.28845 5.03211 -2.73186 -0.052 -0.052 0.034
C 1.77024 3.89020 -2.12606 0.024 0.072 -0.015
C 0.32249 3.54287 -2.34352 0.024 -0.041 -0.049
C 2.62375 3.14519 -1.29879 -0.230 -0.279 0.218
C 2.12568 1.93883 -0.59623 -0.158 0.129 -0.043
O 1.22260 1.23859 -1.01187 0.388 0.092 -0.252
C 3.95023 3.53988 -1.07853 0.052 0.090 -0.052
C 4.87577 2.75969 -0.17952 0.044 -0.004 0.010
C 4.42325 4.67563 -1.71555 -0.005 -0.043 -0.003
H 3.35467 7.18221 -3.77578 -0.004 0.000 -0.002
H 4.94143 6.42030 -3.90795 0.003 -0.005 -0.004
H 4.54099 7.36851 -2.48209 0.002 0.005 0.014
H 1.63416 5.62796 -3.35881 0.012 0.011 0.000
H -0.18924 4.37908 -2.81903 -0.003 -0.004 -0.008
H -0.18500 3.31672 -1.40455 0.010 0.030 0.038
H 0.21608 2.65991 -2.97660 0.011 0.025 0.022
H 2.60834 1.69172 0.36412 -0.036 -0.036 -0.069
H 4.82105 1.68568 -0.35532 0.013 0.004 -0.021
H 4.64135 2.92945 0.87310 -0.026 0.001 0.016
H 5.90535 3.07515 -0.34652 -0.003 -0.002 0.025
H 5.45311 4.97924 -1.55912 0.007 0.010 -0.008
```
Forces are in eV/Å.

The expectation value of S² is 0.7601. The total charge is -1. Its multiplicity is 2. As for the energy relative to the best compared isomer or geometry (same formula, charge and spin): 97.9 kJ/mol. The value obtained for the total energy is -7748.058854 hartree.

Record 3
C20H34AlBrNO9 as an isolated structure. Source: the Open Molecules 2025 dataset; level of theory: ωB97M-V/def2-TZVPD.

XYZ file:
```
66
Properties=species:S:1:pos:R:3:forces:R:3
O 2.01100 -4.51793 0.63037 0.223 -0.600 0.628
C 2.87699 -4.63471 1.47798 -0.099 1.204 -1.702
O 2.56532 -5.36604 2.63042 0.525 1.019 -0.233
C 4.23003 -3.92827 1.24564 -0.705 -1.361 0.985
Al 4.52068 -2.26800 2.41396 0.084 0.998 -0.539
Br 3.99580 -2.79131 4.74492 -0.121 -0.057 -0.426
C 3.38208 -0.67488 1.76598 -1.123 -0.758 0.223
C 2.03228 -1.31376 1.17956 0.538 0.767 1.519
C 0.83393 -0.29638 1.15247 0.901 0.782 -1.106
N -0.37186 -0.75142 0.42670 0.173 -0.077 1.096
C -0.74672 -2.14360 0.71611 -1.644 -0.368 -0.766
C -2.32162 -2.23770 0.85382 -0.243 -0.007 0.605
C -3.18623 -2.67973 -0.21956 -1.151 0.755 2.412
C -4.63598 -2.71112 0.04076 1.591 0.614 1.173
C -5.14091 -2.31292 1.33476 1.018 0.024 0.114
C -4.28158 -1.89422 2.44409 1.542 -0.552 -2.424
C -2.85272 -1.85930 2.18051 -1.816 -0.616 -1.574
O -1.97094 -1.47325 3.20968 -0.688 -1.002 -0.609
H 2.54843 -4.72128 3.36817 0.474 -0.391 -0.115
H 5.03280 -4.67765 1.47779 -0.432 0.802 -0.234
H 4.26230 -3.57662 0.17957 -0.043 -0.537 0.988
H 6.04574 -1.77128 2.27860 0.168 -0.286 0.210
H 3.90274 -0.06429 0.98508 -0.422 -0.278 0.697
H 3.08876 -0.04325 2.65772 0.467 -0.345 -0.919
H 1.75368 -2.11105 1.92938 0.179 0.388 -1.121
H 2.28664 -1.75080 0.18276 -0.703 0.178 0.756
H 1.21192 0.61592 0.59998 -0.450 -0.766 0.570
H 0.55152 0.08196 2.17697 0.360 -0.719 -0.803
H -0.33448 -0.54922 -0.56842 0.209 -0.327 0.316
H -0.41578 -2.80483 -0.12705 -0.230 0.164 0.936
H -0.34866 -2.52633 1.68700 0.063 0.548 -1.051
H -2.74578 -2.98758 -1.19427 -0.450 0.276 0.904
H -5.33927 -3.03327 -0.75641 0.577 0.282 0.734
H -6.23895 -2.33645 1.51727 0.956 -0.014 -0.239
H -4.64703 -1.60671 3.45163 0.125 -0.274 -0.945
H -1.79527 -2.30142 3.69706 0.122 0.651 -0.101
C 1.49231 7.00745 1.84464 -0.086 -0.085 0.260
C 1.01052 6.41129 0.53662 0.167 0.481 0.067
O 0.70041 5.02253 0.68612 -0.189 -0.079 -0.146
C -0.47519 4.75247 1.26729 0.163 -0.193 0.155
O -1.27793 5.56620 1.65440 0.092 -0.053 -0.139
O -0.59326 3.42680 1.36448 -0.014 0.325 -0.140
C -1.76977 2.99779 2.05240 -0.311 -0.402 0.187
H 2.32577 6.42714 2.24585 0.046 0.058 -0.133
H 1.81600 8.04004 1.70095 0.007 -0.044 -0.038
H 0.70312 6.99648 2.59771 -0.039 0.051 -0.116
H 1.80581 6.47374 -0.20725 -0.056 -0.306 0.010
H 0.15231 6.95705 0.13809 -0.072 -0.147 0.141
H -2.66598 3.44629 1.62348 0.113 0.130 0.069
H -1.68847 3.24154 3.11263 -0.079 0.116 -0.083
H -1.84038 1.91555 1.94896 0.286 0.060 -0.134
C 0.34382 -1.63890 -6.20991 -0.173 -0.104 0.217
C 0.49964 -0.14076 -6.38102 0.397 -0.395 -0.141
O -0.68540 0.55223 -5.97039 -0.047 0.261 0.074
C -0.83816 0.69552 -4.64781 -0.088 -0.154 -0.032
O -0.07473 0.30914 -3.80115 -0.092 0.109 -0.129
O -1.99916 1.32363 -4.42869 0.205 0.001 -0.125
C -2.32644 1.46030 -3.04424 -0.182 0.075 0.412
H -0.55346 -1.99181 -6.72320 0.093 0.051 -0.114
H 1.21171 -2.16442 -6.61172 -0.025 0.049 -0.008
H 0.23695 -1.90711 -5.15802 0.120 0.071 -0.026
H 0.64599 0.09268 -7.43651 -0.256 0.175 0.070
H 1.37208 0.23626 -5.84324 -0.177 -0.008 0.142
H -1.51110 1.92142 -2.48705 0.033 -0.168 -0.047
H -2.57411 0.48467 -2.62348 0.151 0.055 0.063
H -3.20176 2.10352 -2.97096 0.039 -0.046 -0.275
```
Forces are in eV/Å.

The total charge is -1. Its multiplicity is 1. The value obtained for the total energy is -4330.967856 hartree.

- Which formula does entry 1 have?
  C20H33N6O2

- Which of these has the highest total charge?
  C20H33N6O2